Below is an isolated ion of composition C2H4NS and charge +1 in a non-equilibrium geometry, with properties calculated with wB97M-V/def2-TZVPD.

The energy above the lowest of the compared OMol25 structures with the same formula, charge and spin is 2.1058 eV. The SMILES is [NH2+]1[C@@H]2S[C@H]12. As for the charge: +1. The HOMO-LUMO gap is 0.3622 Ha.

```
8
Properties=species:S:1:pos:R:3:forces:R:3
N 0.4231 -0.7321 -0.0461 -1.2 0.8 2.0
C 0.3803 0.7478 0.2118 -1.1 -0.7 -1.1
S -0.7971 0.9446 1.5539 0.8 -1.5 -1.5
C -0.8930 0.0133 -0.0425 -0.7 2.0 -3.1
H 0.7454 -1.1006 -0.9144 0.4 0.0 -1.0
H 0.7147 -1.2645 0.7479 -0.2 -0.9 0.7
H 1.0708 1.3058 -0.3945 -0.3 0.7 0.1
H -1.6441 0.0858 -1.1161 2.4 -0.4 3.8
```
Forces are in eV/Å.